{"formula": "C23H32N4O2", "method": "wB97M-V/def2-TZVPD", "elements": ["O", "C", "N", "C", "H", "C", "N", "C", "N", "C", "C", "C", "C", "H", "H", "H", "H", "C", "H", "C", "H", "H", "H", "H", "H", "H", "C", "C", "C", "C", "C", "H", "C", "N", "C", "O", "C", "C", "C", "H", "H", "C", "H", "H", "C", "H", "H", "H", "C", "H", "H", "H", "H", "H", "H", "H", "H", "H", "H", "H", "H"], "xyz": [[-0.28642, -0.93032, -0.79076], [0.59602, -0.05742, -1.19121], [1.93580, -0.18972, -1.26588], [2.83109, 0.66989, -1.63882], [2.89424, 1.28915, -0.98084], [4.07455, -0.06645, -1.74890], [4.43136, -0.79381, -0.42650], [5.68983, -0.36438, -0.11506], [6.48315, 0.45061, -0.75761], [7.75567, 0.66202, -0.15127], [8.10547, 0.41203, 1.08650], [7.20412, -0.53013, 1.67077], [6.09293, -1.11498, 1.13947], [5.42005, -1.49086, 1.83014], [7.59847, -1.05243, 2.59902], [9.06835, 0.43792, 1.57490], [8.36555, 1.20885, -0.68731], [3.44970, -1.48228, 0.15559], [3.96663, -2.31809, 0.26976], [2.25130, -1.53349, -0.72651], [1.42309, -2.10157, -0.41676], [2.43299, -2.07457, -1.57175], [3.16956, -0.81106, 1.05803], [4.01546, -0.63252, -2.46573], [4.89951, 0.93117, -2.25716], [2.57239, 1.21993, -2.55492], [0.00517, 1.16486, -1.58206], [-1.41642, 1.78802, -1.20319], [-1.66729, 2.29446, 0.29510], [-0.93440, 1.51998, 1.42663], [-1.72908, 0.38892, 1.61561], [-1.63855, -0.45574, 0.72319], [-3.19586, 0.62188, 1.86882], [-3.76000, 1.17827, 0.68928], [-4.65307, 0.77375, -0.19935], [-4.99223, 1.73694, -1.08078], [-5.05380, -0.55859, -0.22089], [-4.35908, -1.64919, 0.07670], [-5.21065, -2.86593, -0.07235], [-5.09556, -3.47944, -0.80467], [-4.89749, -3.50428, 1.01178], [-6.77795, -2.31250, 0.10423], [-7.37587, -2.92999, 0.61968], [-7.10814, -2.69453, -1.09938], [-6.64754, -0.81253, 0.06566], [-6.99818, -0.34737, -0.55621], [-6.76424, -0.73244, 1.20103], [-3.16290, -1.86694, -0.31560], [-3.04649, 2.66140, 0.38502], [-3.30859, 3.25906, 1.43400], [-3.54511, 3.10910, -0.39734], [-3.33939, 1.25533, 2.68658], [-3.60756, -0.27703, 1.88360], [-1.28235, -0.26193, 2.67586], [-0.85987, 2.13955, 2.35279], [0.11479, 1.40772, 1.34762], [-1.11699, 3.24630, 0.04387], [-2.00963, 2.26431, -1.86881], [-1.96413, 0.77573, -1.13297], [0.23345, 1.39950, -2.37592], [0.72411, 2.02587, -1.23471]], "atomic_forces_ev_per_a": [[3.7, 1.4, -1.1], [-4.1, -2.8, 1.8], [-8.6, -7.5, 3.6], [2.2, -1.6, -7.9], [1.3, 8.1, 7.5], [4.0, 8.2, 5.2], [4.4, 8.0, -9.5], [-0.4, -4.0, 4.5], [1.7, -0.3, 0.8], [-4.5, -0.3, -0.7], [-0.9, -3.3, 2.1], [1.5, -2.4, 2.7], [2.0, 4.9, -2.1], [-1.3, -1.6, 0.7], [-0.7, 1.1, -0.6], [0.1, 0.8, -0.4], [2.9, 2.7, -3.3], [-3.8, 3.3, 3.2], [0.5, -5.0, 2.1], [1.5, 0.9, -0.6], [-1.3, 0.4, 1.4], [1.4, -1.8, -2.5], [0.0, -2.0, -0.2], [-0.2, -6.5, -7.4], [-2.0, -3.6, 2.3], [0.2, -0.3, -0.2], [-3.0, 4.1, 13.6], [0.7, -7.9, 4.0], [5.5, 2.8, -3.7], [-0.3, 4.3, -0.2], [0.4, -8.4, 2.6], [-0.1, 2.4, 2.3], [2.1, 1.6, -2.3], [1.1, 4.5, -0.7], [0.8, 7.1, -3.7], [0.1, -4.6, 2.5], [-3.3, -2.0, 2.5], [3.3, -1.8, -4.8], [-1.8, 2.4, 10.7], [1.1, -3.6, -4.7], [-1.0, 1.2, -3.0], [4.1, -1.2, -9.4], [-2.1, -1.3, 2.8], [0.3, 1.2, 3.1], [9.6, -9.6, 13.8], [-8.3, 9.0, -11.0], [-0.3, 2.0, -1.6], [-3.2, 1.2, 1.8], [-3.2, -2.5, 6.6], [0.7, -1.3, -2.7], [-0.7, 0.7, -1.7], [-0.6, 0.9, 1.5], [-2.0, -4.0, 1.4], [-1.3, 1.6, -2.9], [-0.9, 0.0, -0.4], [1.1, -0.7, -1.3], [-0.3, 0.0, 1.4], [-0.9, 2.1, -2.5], [0.2, 1.1, -0.5], [3.2, 3.3, -15.5], [-0.6, -1.2, 0.5]], "nbo_charge": [-0.693, 0.677, -0.404, -0.218, 0.175, -0.155, -0.416, 0.450, -0.533, 0.085, -0.334, -0.106, -0.353, 0.221, 0.194, 0.230, 0.177, -0.218, 0.224, -0.230, 0.281, 0.192, 0.175, 0.150, 0.248, 0.192, -0.442, -0.403, -0.250, -0.440, -0.388, 0.272, -0.244, -0.384, 0.598, -0.714, -0.087, -0.159, -0.366, 0.193, 0.164, -0.370, 0.214, 0.158, -0.347, 0.170, 0.210, 0.246, -0.175, 0.191, 0.261, 0.189, 0.220, 0.176, 0.208, 0.226, 0.219, 0.228, 0.224, 0.204, 0.190], "spin_multiplicity": 1, "homo_energy_ev": -8.4, "energy_ev": -34406.3252, "lumo_energy_ha": 0.015, "e_above_lowest_ev": 22.1247, "mol_weight_g_mol": 396.535}